1.
C39H102O36S11 | the ωB97M-V functional and the def2-TZVPD basis

ORCA input file:
```
! RIJCOSX wB97M-V def2-TZVPD def2/J DEFGRID3
* xyz 0 1
C 1.61 -3.50 -5.02
C 1.10 -2.22 -4.38
O -0.19 -1.92 -4.87
S -0.79 -0.43 -4.67
C -1.29 -0.52 -2.93
O 0.28 0.52 -4.85
O -1.96 -0.35 -5.50
H 1.27 -3.61 -6.05
H 1.35 -4.41 -4.48
H 2.69 -3.50 -5.15
H 1.14 -2.24 -3.28
H 1.82 -1.45 -4.67
H -0.45 -0.95 -2.39
H -2.20 -1.09 -2.81
H -1.53 0.51 -2.66
C 4.16 4.46 6.14
C 2.97 3.62 5.77
O 3.39 2.51 4.97
S 2.29 1.37 4.69
C 2.39 0.48 6.30
O 0.99 1.97 4.60
O 2.74 0.48 3.65
H 4.70 3.96 6.95
H 3.85 5.43 6.52
H 4.82 4.51 5.28
H 2.35 3.36 6.64
H 2.23 4.19 5.20
H 1.98 -0.51 6.17
H 1.69 1.02 6.93
H 3.41 0.58 6.65
C -5.58 1.07 -1.33
C -5.18 2.20 -2.25
O -3.76 2.27 -2.48
S -3.17 3.33 -3.54
C -3.50 4.84 -2.61
O -1.75 3.14 -3.61
O -4.00 3.29 -4.72
H -5.06 1.15 -0.38
H -5.33 0.11 -1.79
H -6.67 1.10 -1.24
H -5.71 2.18 -3.21
H -5.44 3.17 -1.81
H -3.35 4.75 -1.54
H -4.54 5.12 -2.79
H -2.85 5.59 -3.04
C 4.01 3.06 0.92
C 4.82 4.34 1.08
O 6.14 3.90 1.45
S 7.30 5.00 1.49
C 7.28 5.37 3.28
O 8.54 4.31 1.20
O 6.87 6.16 0.75
H 4.02 2.46 1.83
H 4.40 2.42 0.13
H 2.97 3.24 0.64
H 4.81 4.93 0.17
H 4.39 4.96 1.87
H 7.42 6.44 3.36
H 8.11 4.80 3.69
H 6.30 5.06 3.64
C -0.35 -4.91 3.10
C -1.85 -4.65 3.12
O -2.48 -5.92 3.09
S -4.09 -6.04 2.87
C -4.66 -5.29 4.46
O -4.50 -5.14 1.81
O -4.41 -7.44 2.92
H 0.00 -5.33 2.15
H -0.04 -5.52 3.95
H 0.27 -4.02 3.25
H -2.03 -4.04 4.01
H -2.14 -4.01 2.29
H -4.06 -4.40 4.60
H -4.47 -6.11 5.15
H -5.73 -5.13 4.40
C -6.61 -0.97 7.14
C -6.14 -1.61 5.83
O -6.10 -0.54 4.89
S -5.61 -0.93 3.39
C -7.16 -1.78 2.85
O -5.42 0.31 2.67
O -4.48 -1.84 3.45
H -7.42 -0.29 6.89
H -5.81 -0.42 7.62
H -6.97 -1.70 7.87
H -5.13 -2.02 5.94
H -6.81 -2.43 5.57
H -7.76 -1.88 3.75
H -6.86 -2.76 2.49
H -7.61 -1.11 2.12
C 4.53 -0.75 -4.28
C 5.39 -1.75 -5.03
O 6.32 -1.05 -5.83
S 7.47 -1.88 -6.63
C 8.53 -2.32 -5.24
O 6.86 -3.03 -7.24
O 8.19 -0.94 -7.43
H 3.82 -1.36 -3.72
H 3.92 -0.16 -4.97
H 5.04 -0.07 -3.60
H 5.81 -2.52 -4.37
H 4.74 -2.33 -5.69
H 7.94 -2.71 -4.42
H 8.97 -1.40 -4.88
H 9.21 -3.09 -5.60
C -2.37 2.44 0.28
C -2.26 2.65 1.79
O -2.52 4.02 2.11
S -1.34 5.10 1.79
C -1.74 6.23 3.14
O -0.10 4.43 2.07
O -1.64 5.73 0.53
H -2.50 1.37 0.12
H -1.58 2.86 -0.33
H -3.30 2.91 -0.03
H -3.12 2.10 2.17
H -1.38 2.23 2.28
H -0.98 7.01 3.13
H -1.66 5.71 4.09
H -2.71 6.68 2.97
C 2.23 -3.42 -0.79
C 3.53 -2.66 -0.99
O 4.36 -3.29 -1.98
S 5.84 -3.80 -1.63
C 6.66 -2.18 -1.63
O 5.80 -4.32 -0.29
O 6.27 -4.61 -2.74
H 2.46 -4.23 -0.09
H 1.92 -3.85 -1.74
H 1.48 -2.75 -0.38
H 3.39 -1.59 -1.17
H 4.12 -2.61 -0.06
H 7.61 -2.20 -2.16
H 6.90 -1.98 -0.59
H 6.03 -1.45 -2.13
C -5.73 -4.24 -1.96
C -6.05 -5.68 -1.57
O -5.00 -6.45 -2.12
S -5.00 -8.04 -1.85
C -4.77 -8.06 -0.02
O -6.35 -8.51 -2.09
O -3.84 -8.56 -2.50
H -5.81 -4.04 -3.03
H -4.68 -4.09 -1.67
H -6.13 -3.42 -1.37
H -6.10 -5.70 -0.48
H -7.07 -5.92 -1.90
H -4.19 -7.16 0.18
H -4.25 -8.98 0.21
H -5.74 -7.96 0.46
C 2.99 8.38 -4.28
C 1.88 7.54 -3.65
O 2.38 6.21 -3.47
S 1.92 5.51 -2.06
C 0.16 5.41 -2.38
O 2.51 4.18 -2.06
O 2.17 6.36 -0.93
H 2.57 9.36 -4.52
H 3.23 7.97 -5.27
H 3.90 8.36 -3.69
H 1.61 8.05 -2.72
H 0.99 7.60 -4.28
H -0.09 4.89 -3.30
H -0.23 6.41 -2.61
H -0.26 5.02 -1.46
C -1.99 -3.67 -0.61
O -2.68 -2.45 -0.81
C -3.12 -1.67 0.28
C -2.01 -1.24 1.24
O -1.02 -0.57 0.49
C 0.10 -0.15 1.21
C 1.04 0.78 0.46
O 1.49 0.13 -0.70
C 2.11 1.02 -1.64
H -1.00 -3.44 -0.21
H -1.64 -4.08 -1.56
H -2.40 -4.47 0.01
H -3.90 -2.21 0.82
H -3.53 -0.77 -0.18
H -1.53 -2.06 1.79
H -2.42 -0.59 2.02
H 0.78 -0.94 1.57
H -0.27 0.26 2.16
H 1.85 1.08 1.12
H 0.45 1.67 0.19
H 2.50 0.36 -2.41
H 2.86 1.64 -1.16
H 1.32 1.67 -2.03
*
```

Results
Energy relative to the best compared isomer or geometry (same formula, charge and spin) in eV: 2.3472
SMILES: CCOS(C)(=O)=O.CCOS(C)(=O)=O.CCOS(C)(=O)=O.CCOS(C)(=O)=O.CCOS(C)(=O)=O.CCOS(C)(=O)=O.CCOS(C)(=O)=O.CCOS(C)(=O)=O.CCOS(C)(=O)=O.CCOS(C)(=O)=O.CCOS(C)(=O)=O.COCCOCCOC
F_max in eV Å⁻¹: 2.53

Here are the Mulliken charges for atoms 1 to 99, given in e:
1. C -1.33
2. C 0.86
3. O -0.48
4. S 1.39
5. C 0.46
6. O -0.63
7. O -0.71
8. H 0.42
9. H 0.33
10. H 0.19
11. H -0.22
12. H 0.06
13. H -0.34
14. H 0.20
15. H -0.27
16. C -0.84
17. C -0.14
18. O -0.29
19. S 1.30
20. C -1.16
21. O -0.61
22. O -0.57
23. H 0.33
24. H 0.40
25. H -0.11
26. H 0.41
27. H 0.20
28. H 0.42
29. H 0.34
30. H 0.35
31. C -0.79
32. C -0.57
33. O -0.12
34. S 1.29
35. C -1.06
36. O -0.40
37. O -0.68
38. H 0.02
39. H 0.21
40. H 0.47
41. H 0.45
42. H 0.36
43. H 0.23
44. H 0.43
45. H 0.40
46. C -0.72
47. C -0.54
48. O -0.30
49. S 1.19
50. C -0.21
51. O -0.64
52. O -0.62
53. H 0.28
54. H 0.22
55. H 0.29
56. H 0.42
57. H 0.33
58. H 0.36
59. H 0.34
60. H -0.47
61. C -1.55
62. C 0.65
63. O -0.39
64. S 0.99
65. C -0.94
66. O -0.24
67. O -0.62
68. H 0.34
69. H 0.42
70. H 0.36
71. H 0.16
72. H -0.07
73. H 0.11
74. H 0.44
75. H 0.36
76. C -1.40
77. C 0.08
78. O -0.27
79. S 1.14
80. C -1.02
81. O -0.66
82. O -0.45
83. H 0.34
84. H 0.32
85. H 0.40
86. H 0.14
87. H 0.32
88. H 0.44
89. H 0.23
90. H 0.40
91. C -0.61
92. C -0.16
93. O -0.36
94. S 1.16
95. C -0.54
96. O -0.62
97. O -0.60
98. H -0.43
99. H 0.72


2.
C15H35BCuN4Si4Te | the ωB97M-V functional and the def2-TZVPD basis

ORCA input file:
```
! RIJCOSX wB97M-V def2-TZVPD def2/J DEFGRID3
* xyz -1 1
Cu -2.46 -0.35 -0.75
B -4.83 0.26 1.47
N -5.18 -0.79 0.37
C -6.25 -1.53 0.16
C -6.09 -2.40 -0.94
C -4.79 -2.01 -1.37
N -4.28 -1.06 -0.58
N -4.19 1.54 0.88
C -4.67 2.78 0.80
C -3.73 3.53 0.09
C -2.71 2.59 -0.14
N -2.99 1.43 0.31
H -6.00 0.53 1.81
H -4.05 -0.24 2.23
H -7.09 -1.36 0.75
H -6.72 -3.18 -1.29
H -4.25 -2.41 -2.22
H -5.66 3.05 1.27
H -3.77 4.56 -0.29
H -1.81 2.84 -0.69
C 2.84 -2.26 2.31
Si 1.82 -2.23 0.78
C 0.05 -2.85 1.27
C 2.60 -3.57 -0.36
Si 1.66 -0.22 -0.41
Te -0.24 -0.66 -1.96
Si 1.21 1.66 0.84
C 2.67 2.42 1.70
C -0.02 1.25 2.16
C 0.80 3.03 -0.31
Si 3.43 0.08 -1.91
C 5.00 -0.42 -0.96
C 3.24 -1.10 -3.41
C 3.54 1.87 -2.48
H 2.98 -3.32 2.61
H 2.38 -1.67 3.11
H 3.86 -1.74 2.24
H 0.06 -3.81 1.75
H -0.71 -2.93 0.46
H -0.35 -2.06 1.99
H 2.68 -4.48 0.30
H 3.55 -3.35 -0.80
H 1.94 -3.95 -1.16
H 2.90 1.92 2.63
H 2.58 3.51 1.98
H 3.52 2.45 1.02
H 0.34 0.45 2.75
H -1.06 1.00 1.92
H -0.08 2.10 2.84
H 1.79 3.48 -0.30
H 0.15 3.72 0.23
H 0.52 2.88 -1.32
H 5.06 0.21 -0.09
H 5.87 -0.22 -1.59
H 4.98 -1.49 -0.63
H 2.15 -1.27 -3.61
H 3.50 -2.12 -3.15
H 3.67 -0.87 -4.44
H 3.46 2.68 -1.70
H 2.72 2.06 -3.11
H 4.47 2.03 -3.03
*
```

Results
Energy relative to the best compared isomer or geometry (same formula, charge and spin) in eV: 0.8772
F_max in eV Å⁻¹: 3.78

Atomic charges from the Mulliken analysis, expressed in e, are listed below:
1. Cu -0.44
2. B 0.56
3. N 0.06
4. C -0.26
5. C -0.87
6. C -0.24
7. N -0.10
8. N 0.11
9. C -0.15
10. C -1.02
11. C -0.31
12. N 0.11
13. H -0.19
14. H -0.23
15. H 0.46
16. H 0.39
17. H 0.41
18. H 0.35
19. H 0.35
20. H 0.47
21. C -1.05
22. Si 0.55
23. C -0.97
24. C -1.18
25. Si -0.34
26. Te -0.18
27. Si 0.53
28. C -1.25
29. C -0.99
30. C -1.31
31. Si 0.62
32. C -1.04
33. C -0.99
34. C -1.09
35. H 0.35
36. H 0.33
37. H 0.28
38. H 0.42
39. H 0.21
40. H 0.21
41. H 0.31
42. H 0.33
43. H 0.30
44. H 0.31
45. H 0.34
46. H 0.31
47. H 0.39
48. H 0.04
49. H 0.37
50. H 0.35
51. H 0.47
52. H 0.34
53. H 0.27
54. H 0.38
55. H 0.22
56. H 0.21
57. H 0.27
58. H 0.30
59. H 0.23
60. H 0.31
61. H 0.38


3.
C4H5F3O4S2 | the ωB97M-V functional and the def2-TZVPD basis

ORCA input file:
```
! RIJCOSX wB97M-V def2-TZVPD def2/J DEFGRID3
* xyz 0 1
C -0.92 1.08 1.85
C 0.33 0.63 1.64
C 1.39 1.33 0.90
S 0.69 0.95 -0.89
O 1.72 0.66 -1.82
O -0.24 2.03 -1.15
S -0.55 -1.16 -0.15
O 0.61 -1.79 0.44
O -1.91 -1.42 0.34
C -0.69 -1.85 -1.91
F 0.04 -2.91 -2.19
F -0.21 -0.76 -2.62
F -1.94 -2.06 -2.25
H -1.62 0.43 2.29
H -1.15 2.06 1.49
H 0.76 -0.40 1.94
H 2.40 0.82 0.96
H 1.28 2.36 1.15
*
```

Results
Energy in a.u.: -1552.19538
SMILES: C=CCS(=O)(=O)S(=O)(=O)C(F)(F)F
F_max in eV Å⁻¹: 3.15

Atomic charges from the Mulliken analysis, expressed in e, are listed below:
1. C -0.54
2. C -0.48
3. C -0.54
4. S 1.07
5. O -0.53
6. O -0.53
7. S 0.96
8. O -0.59
9. O -0.59
10. C 0.71
11. F -0.21
12. F -0.27
13. F -0.19
14. H 0.32
15. H 0.26
16. H 0.43
17. H 0.32
18. H 0.41


4.
C5H8ClN | the ωB97M-V functional and the def2-TZVPD basis

ORCA input file:
```
! RIJCOSX wB97M-V def2-TZVPD def2/J DEFGRID3
* xyz 0 1
C -0.09 -1.56 -1.51
C 0.90 -0.87 -1.17
C -0.97 0.62 1.07
C 2.19 -0.46 -1.25
C -1.51 1.67 1.91
N 0.06 0.73 0.41
Cl -1.93 -0.94 1.25
H -1.11 -1.22 -1.32
H -0.09 -2.61 -1.84
H 2.72 -1.00 -0.61
H 2.41 -0.71 -2.23
H 2.30 0.61 -1.20
H -2.56 2.02 1.70
H -1.48 1.24 2.97
H -0.84 2.47 1.83
*
```

Results
Energy relative to the best compared isomer or geometry (same formula, charge and spin) in eV: 4.8526
F_max in eV Å⁻¹: 4.66

Atomic charges from the Mulliken analysis, expressed in e, are listed below:
1. C -0.74
2. C 0.78
3. C 0.45
4. C -1.09
5. C -0.89
6. N -0.60
7. Cl -0.29
8. H 0.27
9. H 0.23
10. H 0.33
11. H 0.41
12. H 0.32
13. H 0.26
14. H 0.25
15. H 0.30


Number 1: molar mass 1499.9 g mol⁻¹. Number 2: molar mass 585.8 g mol⁻¹. Number 3: molar mass 238.2 g mol⁻¹. Number 4: molar mass 117.6 g mol⁻¹.